DFT (the ωB97M-V functional and the def2-TZVPD basis) results for 6 unconnected molecules or ions with the total composition C17H38B3FNO19P.

Each line ends with the Löwdin charge.
Atoms and positions in Å:
N  3.65  -6.04  2.57  -0.332
P  3.36  -4.82  1.64  0.734
B  1.84  -3.66  2.04  -0.597
O  1.75  -2.39  1.52  0.275
B  1.28  -1.45  2.44  -0.706
O  1.94  -0.27  2.61  0.227
O  0.20  -1.84  3.21  0.336
B  -0.17  -3.17  3.14  -0.492
C  -1.67  -3.60  3.21  -0.026
C  -2.35  -3.45  1.86  -0.193
F  -2.35  -2.12  1.46  -0.043
O  0.87  -4.07  2.91  0.266
H  2.99  -6.14  3.33  -0.045
H  4.40  -3.88  1.50  -0.009
H  3.17  -5.12  0.27  -0.012
H  1.38  0.50  2.51  0.124
H  -1.79  -4.64  3.54  0.125
H  -2.21  -2.98  3.93  0.119
H  -3.39  -3.78  1.92  0.123
H  -1.86  -4.04  1.08  0.120
C  -4.86  -7.81  -1.38  -0.035
O  -3.75  -6.93  -1.17  0.001
C  -3.76  -5.84  -1.94  -0.627
O  -4.60  -5.56  -2.75  0.126
O  -2.68  -5.12  -1.64  -0.010
C  -2.57  -3.90  -2.40  -0.033
H  -4.71  -8.64  -0.69  0.093
H  -5.80  -7.30  -1.16  0.097
H  -4.87  -8.17  -2.41  0.098
H  -3.43  -3.26  -2.21  0.099
H  -2.51  -4.11  -3.46  0.097
H  -1.66  -3.43  -2.05  0.091
C  1.53  2.97  -3.54  -0.023
O  2.64  2.26  -2.97  -0.001
C  2.60  2.13  -1.65  -0.658
O  1.73  2.53  -0.92  0.115
O  3.69  1.46  -1.26  0.004
C  3.75  1.24  0.16  -0.026
H  1.71  3.00  -4.61  0.097
H  0.60  2.45  -3.32  0.103
H  1.48  3.99  -3.14  0.079
H  2.90  0.66  0.49  0.077
H  3.78  2.18  0.69  0.094
H  4.67  0.68  0.32  0.101
C  -1.48  -3.38  7.86  -0.035
O  -2.61  -3.00  8.65  0.007
C  -3.78  -3.28  8.09  -0.626
O  -3.94  -3.80  7.01  0.115
O  -4.75  -2.90  8.92  0.006
C  -6.08  -3.14  8.44  -0.034
H  -0.61  -3.08  8.42  0.095
H  -1.47  -4.45  7.69  0.099
H  -1.50  -2.86  6.90  0.090
H  -6.23  -4.21  8.27  0.097
H  -6.25  -2.61  7.50  0.097
H  -6.74  -2.78  9.21  0.094
C  3.84  4.97  -1.41  -0.027
O  4.79  6.04  -1.27  0.021
C  4.58  7.03  -2.13  -0.622
O  3.70  7.04  -2.96  0.111
O  5.47  7.99  -1.92  0.010
C  5.35  9.12  -2.79  -0.033
H  4.13  4.22  -0.68  0.090
H  2.84  5.33  -1.20  0.105
H  3.88  4.56  -2.42  0.100
H  4.37  9.59  -2.67  0.097
H  5.47  8.81  -3.83  0.097
H  6.14  9.80  -2.50  0.094
C  0.32  6.75  -4.43  -0.022
O  0.15  5.48  -5.09  -0.012
C  -0.51  5.54  -6.24  -0.624
O  -0.97  6.53  -6.75  0.127
O  -0.58  4.30  -6.74  -0.003
C  -1.27  4.21  -7.99  -0.036
H  0.88  6.53  -3.52  0.080
H  0.88  7.44  -5.05  0.101
H  -0.65  7.18  -4.18  0.099
H  -0.77  4.82  -8.75  0.097
H  -2.30  4.55  -7.88  0.097
H  -1.24  3.16  -8.26  0.093

Summary:
HOMO energy: -8.766 eV
DFT total energy: -72681.1467 eV
SMILES: N=[PH2]B1OB(O)OB(CCF)O1.COC(=O)OC.COC(=O)OC.COC(=O)OC.COC(=O)OC.COC(=O)OC